# 1
Molecular formula: C16H15AgAsN5S4
Method: DFT, wB97M-V/def2-TZVPD

Each line ends with the natural charge from an NBO analysis.
Positions of all 42 atoms, in Å:
1 Ag -0.28 -0.28 -0.58  0.743
2 C 1.33 -0.41 2.18  -0.281
3 N 0.80 0.80 1.63  -0.618
4 C -0.40 1.35 2.18  -0.280
5 C -1.12 2.19 1.16  0.433
6 N -0.77 2.30 -0.08  -0.507
7 C -1.82 2.98 -0.69  0.171
8 C -2.02 3.27 -2.03  -0.209
9 C -3.19 3.92 -2.39  -0.240
10 C -4.15 4.26 -1.43  -0.225
11 C -3.97 3.95 -0.09  -0.243
12 C -2.79 3.30 0.25  0.107
13 N -2.31 2.81 1.45  -0.553
14 C 2.17 -1.12 1.17  0.434
15 N 2.30 -0.77 -0.07  -0.508
16 C 2.99 -1.82 -0.68  0.171
17 C 3.30 -2.01 -2.02  -0.209
18 C 3.94 -3.18 -2.37  -0.240
19 C 4.27 -4.15 -1.41  -0.225
20 C 3.94 -3.98 -0.08  -0.242
21 C 3.29 -2.80 0.26  0.108
22 N 2.78 -2.32 1.46  -0.553
23 H 0.48 -1.08 2.41  0.274
24 H 1.91 -0.28 3.11  0.160
25 H 1.50 1.49 1.38  0.378
26 H -0.26 1.95 3.10  0.160
27 H -1.07 0.52 2.43  0.272
28 H -1.29 2.95 -2.77  0.220
29 H -3.38 4.13 -3.43  0.199
30 H -5.07 4.74 -1.75  0.196
31 H -4.74 4.18 0.64  0.203
32 H -2.87 2.59 2.26  0.416
33 H 2.99 -1.28 -2.76  0.220
34 H 4.17 -3.37 -3.42  0.198
35 H 4.74 -5.07 -1.73  0.196
36 H 4.15 -4.75 0.65  0.203
37 H 2.55 -2.88 2.26  0.416
38 S -2.66 -2.68 2.13  -0.926
39 As -2.49 -2.50 -0.03  0.990
40 S -2.83 -0.36 -0.57  -0.978
41 S -0.35 -2.84 -0.58  -0.977
42 S -3.78 -3.79 -1.17  -0.855

Total charge   -2
Kohn-Sham gap   4.749 eV
ΔE to the lowest compared entry with this formula, charge and spin   28.9 kJ/mol
LUMO level   0.17120 Ha

---

# 2
Molecular formula: C20H27N5O5
Method: DFT, wB97M-V/def2-TZVPD

Each line ends with the natural charge from an NBO analysis.
Positions of all 57 atoms, in Å:
1 C 5.63 -0.19 2.27  -0.256
2 O 4.35 0.49 2.30  -0.518
3 C 3.27 -0.27 2.56  0.857
4 N 2.18 0.68 2.93  -0.512
5 N 1.06 0.04 3.09  -0.157
6 C -0.08 0.63 2.64  -0.021
7 C -1.17 -0.41 2.42  -0.627
8 C -0.12 2.04 2.60  -0.286
9 C -1.27 2.81 2.11  0.672
10 O -2.39 2.68 2.69  -0.654
11 N -1.16 3.74 1.08  -0.420
12 C -2.26 4.54 0.59  -0.404
13 C 0.08 4.14 0.47  -0.410
14 O 3.23 -1.50 2.48  -0.645
15 H 6.37 0.60 2.08  0.182
16 H 5.87 -0.67 3.23  0.184
17 H 5.71 -0.95 1.49  0.194
18 H -2.14 0.06 2.21  0.218
19 H -0.88 -1.14 1.63  0.221
20 H -1.26 -1.10 3.30  0.202
21 H 0.89 2.50 2.34  0.270
22 H -3.25 4.16 0.86  0.242
23 H -2.20 5.57 0.98  0.185
24 H -2.17 4.63 -0.50  0.195
25 H 0.77 3.29 0.39  0.226
26 H -0.17 4.53 -0.53  0.203
27 H 0.56 4.95 1.06  0.193
28 C -1.26 6.26 4.41  -0.261
29 O -0.39 5.11 4.11  -0.512
30 C 0.95 5.41 4.13  0.311
31 C 1.82 4.39 4.58  0.084
32 N 1.31 3.12 4.98  -0.377
33 C 0.29 2.39 4.35  0.525
34 N -0.13 1.56 5.31  -0.372
35 C -1.29 0.66 5.36  -0.414
36 C 0.61 1.66 6.47  -0.062
37 C 1.54 2.58 6.24  -0.049
38 C 3.16 4.80 4.85  0.325
39 O 4.03 3.91 5.39  -0.499
40 C 5.45 4.29 5.15  -0.262
41 C 3.65 6.09 4.46  -0.321
42 C 2.77 7.03 3.92  -0.167
43 C 1.41 6.72 3.82  -0.321
44 H -2.17 5.82 4.85  0.215
45 H -0.78 6.96 5.15  0.193
46 H -1.52 6.83 3.48  0.185
47 H -2.18 1.04 4.79  0.257
48 H -1.00 -0.33 4.97  0.236
49 H -1.54 0.53 6.46  0.205
50 H 0.41 1.02 7.33  0.235
51 H 2.30 2.94 6.88  0.241
52 H 6.07 3.45 5.55  0.212
53 H 5.63 4.39 4.07  0.198
54 H 5.73 5.23 5.67  0.181
55 H 4.71 6.35 4.58  0.229
56 H 3.14 8.02 3.60  0.223
57 H 0.68 7.52 3.56  0.229

Kohn-Sham gap   6.749 eV
ΔE to the lowest compared entry with this formula, charge and spin   675.1 kJ/mol
LUMO level   0.01648 Ha

---

# 3
Molecular formula: C6H31NO11
Method: DFT, wB97M-V/def2-TZVPD

Each line ends with the natural charge from an NBO analysis.
Positions of all 49 atoms, in Å:
1 N -2.80 1.92 0.07  -0.917
2 C -3.58 0.92 -0.66  -0.201
3 C -2.91 -0.44 -0.56  -0.493
4 C -1.47 -0.44 -0.86  -0.145
5 C -1.17 -0.43 -2.19  -0.236
6 C 0.21 -0.51 -2.72  -0.379
7 C 1.10 0.42 -2.91  0.161
8 O 2.42 0.07 -3.00  -0.718
9 H -1.79 1.63 0.02  0.384
10 H -2.81 2.97 -0.19  0.373
11 H -3.70 1.10 -1.80  0.170
12 H -4.61 1.00 -0.13  0.199
13 H -3.19 -1.06 0.35  0.230
14 H -3.48 -1.10 -1.25  0.215
15 H -0.78 -0.31 0.00  0.212
16 H -1.97 -0.64 -2.92  0.199
17 H 0.76 -1.43 -2.71  0.189
18 H 1.16 1.45 -2.90  0.186
19 H 2.44 -0.87 -2.74  0.487
20 O 3.00 -1.97 -1.67  -0.937
21 H 3.91 -1.85 -1.46  0.477
22 H 2.53 -1.57 -0.97  0.492
23 O 0.04 -0.38 2.50  -0.953
24 H 0.41 0.53 2.45  0.489
25 H -0.87 -0.26 2.23  0.467
26 O -1.01 -2.88 -0.07  -0.939
27 H -0.35 -2.67 -0.73  0.479
28 H -1.62 -3.46 -0.51  0.479
29 O 2.61 -0.39 0.31  -0.986
30 H 3.15 -1.09 0.66  0.503
31 H 2.59 0.45 0.64  0.499
32 O 0.60 -3.47 2.26  -0.946
33 H 0.23 -4.33 2.06  0.469
34 H 0.06 -2.81 1.96  0.477
35 O -1.02 2.19 2.28  -1.016
36 H -1.86 2.50 1.92  0.504
37 H -0.37 2.94 2.48  0.506
38 O -2.65 -2.40 2.71  -0.918
39 H -2.32 -2.64 3.48  0.460
40 H -1.93 -1.96 2.27  0.460
41 O 0.17 1.94 -0.19  -0.979
42 H 0.63 1.17 -0.41  0.475
43 H -0.12 2.00 0.68  0.495
44 O 1.13 3.29 1.87  -0.982
45 H 1.68 3.16 1.05  0.518
46 H 1.18 4.28 2.02  0.486
47 O 3.52 2.52 -0.23  -0.970
48 H 2.78 2.13 -0.68  0.486
49 H 4.32 2.06 -0.27  0.489

Kohn-Sham gap   8.831 eV
Structure (SMILES)   NCC/C=C/C=C/O.O.O.O.O.O.O.O.O.O.O
ΔE to the lowest compared entry with this formula, charge and spin   541.9 kJ/mol
LUMO level   0.00259 Ha